16
Properties=species:S:1:pos:R:3:forces:R:3:nbo_charge:R:1 method="wB97M-V/def2-TZVPD" orbital_gap_ev=9.92 homo_energy_ha=-0.335 total_charge=0 smiles="NCCNC(N)=O" largest_force_ha_per_bohr=0.0294 total_energy_ev=-9774.9418 de_lowest_ev=0.597 lumo_energy_ha=0.0293
N -2.611 0.379 0.135 0.0 -0.5 0.2 -0.85
C -1.862 0.854 -1.037 0.0 -1.0 1.2 -0.22
C -0.360 0.842 -0.740 0.5 0.5 0.2 -0.22
N 0.240 -0.462 -0.455 -1.1 0.0 -0.7 -0.65
C 1.333 -0.649 0.358 0.3 0.1 0.1 0.78
N 1.233 -0.116 1.617 -0.7 1.0 0.6 -0.87
O 2.277 -1.308 -0.007 0.2 -0.8 0.1 -0.62
H -1.999 -0.034 0.819 0.2 -0.4 0.0 0.36
H -3.165 1.050 0.636 -0.1 0.5 -0.3 0.36
H -2.083 0.150 -1.845 0.0 0.4 -0.3 0.19
H -2.208 1.861 -1.237 0.2 0.1 -0.6 0.20
H -0.226 1.451 0.154 0.1 0.2 0.0 0.18
H 0.242 1.291 -1.543 -0.4 0.2 0.0 0.19
H 0.362 -1.001 -1.297 0.2 -0.1 -0.1 0.39
H 1.746 -0.457 2.398 0.8 -0.4 -0.2 0.41
H 0.908 0.826 1.754 -0.4 -0.1 -0.1 0.38

70
Properties=species:S:1:pos:R:3:forces:R:3:nbo_charge:R:1 method="wB97M-V/def2-TZVPD" orbital_gap_ev=5.67 homo_energy_ha=-0.137 total_charge=-1 largest_force_ha_per_bohr=0.0560 total_energy_ev=-457303.5720 de_lowest_ev=2.684 lumo_energy_ha=0.0717
K -0.427 -0.070 0.498 -2.7 0.6 -0.8 0.84
Se -2.835 2.355 2.932 -0.5 0.9 0.8 0.18
Se -2.554 0.114 2.989 -0.5 -0.5 0.6 0.25
C -0.699 -0.110 3.377 0.2 0.3 0.4 0.03
C 0.092 0.803 4.049 0.0 0.0 0.3 -0.29
C 1.426 0.478 4.219 0.0 -0.2 0.0 -0.15
C 1.906 -0.727 3.729 0.0 0.0 0.2 -0.25
C 1.014 -1.575 3.092 0.5 -0.2 0.2 0.07
N -0.261 -1.269 2.927 -0.6 -0.2 0.0 -0.51
C -3.215 2.545 1.076 0.0 -0.2 -0.2 0.08
C -3.268 3.797 0.471 0.1 0.0 0.2 -0.27
C -3.577 3.855 -0.871 -0.1 -0.2 0.0 -0.16
C -3.845 2.674 -1.550 0.0 0.1 -0.1 -0.28
C -3.752 1.483 -0.852 -0.2 0.1 -0.3 0.04
N -3.455 1.420 0.434 0.0 -0.1 0.0 -0.46
H -0.317 1.740 4.405 0.0 0.0 0.0 0.23
H 2.089 1.177 4.706 0.1 0.1 0.1 0.21
H 2.949 -0.996 3.807 0.0 0.0 0.0 0.24
H 1.310 -2.528 2.673 0.2 0.0 0.0 0.23
H -3.042 4.686 1.039 0.0 0.1 0.0 0.22
H -3.614 4.800 -1.392 0.0 0.1 0.0 0.21
H -4.112 2.688 -2.596 0.0 -0.1 -0.1 0.21
H -3.933 0.532 -1.340 0.0 -0.1 -0.1 0.19
N -2.495 -1.920 0.527 -0.3 -0.2 0.0 -0.84
C -1.701 -2.544 -0.524 0.0 -0.7 -0.1 -0.18
C -2.368 -3.810 -1.085 0.4 -0.1 0.0 -0.39
C -1.467 -4.751 -1.890 -0.1 0.0 -0.2 -0.42
C -0.662 -4.087 -3.020 -0.2 -0.5 0.1 -0.22
N 0.554 -3.483 -2.523 0.0 0.3 0.1 -0.62
C 1.605 -4.138 -2.031 0.2 0.1 0.1 0.70
N 2.367 -3.571 -1.131 -0.2 -0.1 0.1 -0.76
N 1.884 -5.394 -2.460 -0.1 -0.2 -0.1 -0.80
C -0.314 -2.831 0.113 0.0 0.4 -0.5 0.79
O -0.137 -3.874 0.720 -0.2 -0.9 0.5 -0.71
O 0.538 -1.911 -0.084 1.0 -2.5 -0.3 -0.86
H -2.433 -2.503 1.360 0.0 0.1 0.0 0.38
H -3.474 -1.891 0.253 0.0 0.1 0.1 0.35
H -1.563 -1.810 -1.331 0.0 -0.1 0.0 0.19
H -3.214 -3.503 -1.711 -0.1 0.0 0.0 0.19
H -2.761 -4.384 -0.241 0.0 0.1 0.0 0.21
H -2.097 -5.536 -2.318 0.0 0.0 0.0 0.20
H -0.757 -5.228 -1.213 -0.1 -0.1 0.0 0.23
H -1.238 -3.293 -3.500 0.1 0.0 -0.1 0.23
H -0.416 -4.838 -3.781 -0.1 0.1 0.0 0.18
H 0.462 -2.522 -2.208 0.3 0.1 0.0 0.47
H 1.960 -2.795 -0.583 0.1 0.0 0.0 0.48
H 3.256 -3.936 -0.824 -0.1 0.1 -0.2 0.42
H 1.488 -5.701 -3.332 0.1 0.1 0.0 0.40
H 2.798 -5.745 -2.234 -0.1 -0.1 0.0 0.40
C -1.187 1.419 -3.235 0.0 -0.1 0.0 -0.63
C -0.426 0.535 -4.152 -0.2 0.0 0.0 0.35
N -0.436 -0.779 -4.140 -0.5 0.0 0.2 -0.51
C 0.373 -1.171 -5.167 0.0 0.2 -0.3 -0.09
C 0.872 -0.081 -5.808 -0.1 -0.3 -0.3 -0.09
N 0.343 1.003 -5.164 0.0 0.1 0.1 -0.52
H -1.074 1.074 -2.206 0.0 0.1 0.0 0.23
H -2.248 1.386 -3.480 0.0 0.1 0.0 0.22
H -0.827 2.443 -3.307 -0.1 0.1 0.1 0.22
H 0.566 -2.207 -5.356 0.1 -0.2 -0.1 0.21
H 1.547 0.026 -6.629 0.2 0.0 -0.2 0.21
H 0.592 1.964 -5.330 0.0 -0.1 0.1 0.42
Se 4.637 2.068 -0.160 -0.4 -0.4 0.0 -0.68
Sb 3.242 0.109 -0.088 0.7 0.6 0.1 1.21
Se 3.281 -1.200 -3.374 1.0 -0.4 -0.7 -0.57
Se 4.238 -1.815 0.994 -0.3 0.3 -0.1 -0.73
Se 1.713 -0.172 -2.145 -0.1 0.8 0.8 -0.26
O -0.533 2.145 1.195 -0.4 1.5 -0.1 -0.77
C 0.654 2.071 1.511 0.3 1.8 0.3 0.66
O 1.383 1.076 1.343 2.4 -0.8 -0.1 -0.83
H 1.118 2.955 2.004 0.0 -0.1 0.0 0.08

11
Properties=species:S:1:pos:R:3:forces:R:3:nbo_charge:R:1 method="wB97M-V/def2-TZVPD" orbital_gap_ev=10.50 homo_energy_ha=-0.359 total_charge=0 smiles=N#CC1(O)CC1 largest_force_ha_per_bohr=0.0207 total_energy_ev=-7764.2950 de_lowest_ev=2.231 lumo_energy_ha=0.0271
N -1.857 -1.056 -1.588 0.2 -0.5 0.9 -0.32
C -1.200 -0.853 -0.656 -0.1 -0.1 -0.4 0.24
C -0.340 -0.127 0.272 -0.2 -0.3 -0.2 0.14
O -1.029 0.555 1.305 0.0 0.1 -0.6 -0.69
C 1.141 -0.227 0.537 -0.1 -0.1 0.0 -0.41
C 0.693 0.531 -0.665 -0.2 0.3 -0.1 -0.40
H -1.962 0.290 1.338 0.4 0.1 -0.3 0.49
H 1.418 0.434 1.359 -0.1 -0.6 0.1 0.25
H 1.682 -1.166 0.442 -0.1 0.3 -0.1 0.23
H 0.586 1.604 -0.729 0.6 0.2 0.3 0.23
H 0.869 0.016 -1.617 -0.5 0.4 0.4 0.23

9
Properties=species:S:1:pos:R:3:forces:R:3:nbo_charge:R:1 method="wB97M-V/def2-TZVPD" orbital_gap_ev=9.04 homo_energy_ha=-0.321 total_charge=0 smiles="OC(=S)CS" largest_force_ha_per_bohr=0.0949 total_energy_ev=-25855.9647 de_lowest_ev=0.531 lumo_energy_ha=0.0109
O -0.587 -1.385 -1.005 -1.4 -3.2 -2.6 -0.63
C -0.008 -0.331 -0.658 2.7 4.1 -0.2 0.33
S 0.797 0.717 -1.794 -1.5 -1.8 1.9 -0.24
C -0.164 -0.075 0.834 -1.0 0.2 0.0 -0.66
S 1.122 0.984 1.468 0.3 0.5 0.6 0.01
H -0.465 -1.494 -1.997 -0.3 0.1 1.3 0.52
H -0.357 -0.965 1.509 0.7 0.7 -1.2 0.26
H -1.116 0.481 0.912 0.2 -0.2 -0.1 0.26
H 0.777 2.068 0.731 0.1 -0.4 0.2 0.14

10
Properties=species:S:1:pos:R:3:forces:R:3:nbo_charge:R:1 method="wB97M-V/def2-TZVPD" orbital_gap_ev="6.09 / 6.09" homo_energy_ha="-0.278 / -0.278" total_charge=0 largest_force_ha_per_bohr=0.1156 total_energy_ev=-13793.9305 de_lowest_ev=9.125 lumo_energy_ha="-0.0543 / -0.0542"
C 1.202 -0.690 1.939 3.0 -0.7 -4.2 0.11
C 0.350 -0.653 2.746 -3.0 0.3 3.3 -0.34
C -0.367 0.087 -0.572 0.0 0.3 -0.6 -0.12
C -1.082 0.670 -1.810 -2.1 -0.2 5.6 -0.77
N 2.077 -0.965 1.023 1.5 -0.4 0.2 -0.81
I 1.571 -0.568 -0.845 -1.2 0.6 -0.2 1.00
H -0.016 -0.191 3.597 -0.9 0.4 1.0 0.21
H -0.442 1.322 -2.235 1.6 2.7 -1.6 0.23
H -1.196 -0.105 -2.456 -0.9 -2.3 -2.2 0.24
H -2.096 1.094 -1.387 2.0 -0.7 -1.3 0.24